Entry from the Open Molecules 2025 dataset: a 10-piece molecular cluster, C48H112N4O10 overall at a distorted geometry (wB97M-V/def2-TZVPD).

```
174
Properties=species:S:1:pos:R:3:mulliken_charge:R:1
C -16.64 -3.41 14.30 -1.289
C -16.34 -2.80 15.65 0.636
O -17.54 -2.39 16.33 -0.520
H -16.99 -2.61 13.63 0.401
H -17.35 -4.23 14.35 0.225
H -15.71 -3.75 13.84 0.355
H -15.64 -1.96 15.60 0.479
H -15.82 -3.51 16.31 -0.600
H -17.76 -1.51 15.99 0.305
C -19.28 -0.88 24.26 -0.818
C -20.47 -1.19 23.35 -0.188
O -21.10 -2.39 23.83 -0.431
H -19.64 -0.48 25.21 0.402
H -18.49 -0.30 23.80 0.317
H -18.87 -1.82 24.63 0.018
H -20.08 -1.30 22.34 0.148
H -21.30 -0.47 23.33 0.349
H -21.31 -2.22 24.76 0.216
C -15.83 -4.69 26.69 -1.482
C -16.60 -4.83 25.40 1.190
O -17.21 -6.12 25.46 -0.577
H -16.45 -4.89 27.57 0.371
H -15.30 -3.75 26.87 0.350
H -15.13 -5.53 26.77 0.331
H -15.97 -4.83 24.51 -0.281
H -17.35 -4.03 25.37 -0.185
H -17.88 -6.16 24.76 0.259
C -11.01 -1.77 15.93 -0.786
C -11.40 -0.48 15.14 -0.331
O -10.51 -0.25 14.08 -0.551
H -9.93 -1.70 16.07 0.343
H -11.16 -2.64 15.31 0.316
H -11.54 -1.69 16.89 0.176
H -11.58 0.41 15.74 0.376
H -12.38 -0.76 14.73 0.151
H -10.75 -0.72 13.28 0.316
C -14.60 2.88 20.91 -1.121
C -14.65 1.34 21.00 -0.013
O -15.70 0.83 20.15 -0.584
H -14.32 3.16 21.93 0.324
H -15.60 3.21 20.67 0.277
H -13.86 3.12 20.15 0.312
H -15.05 1.07 21.99 0.198
H -13.67 0.92 20.77 0.274
H -15.51 -0.09 19.93 0.225
C -17.06 -6.32 16.62 0.354
C -18.40 -6.96 16.23 -0.341
O -18.11 -8.27 15.76 -0.536
H -16.49 -6.20 15.69 0.179
H -16.45 -7.00 17.21 -0.177
H -17.02 -5.28 16.97 -0.125
H -18.91 -6.40 15.44 0.323
H -19.11 -6.98 17.07 0.030
H -17.91 -8.82 16.52 0.320
C -22.52 -3.71 19.67 -1.791
C -22.66 -5.13 20.24 1.480
C -21.60 -5.98 19.54 -0.196
C -21.35 -7.37 20.09 -0.838
C -20.97 -7.18 21.56 -0.556
C -21.88 -6.26 22.40 1.717
N -22.34 -5.10 21.65 1.284
O -23.01 -4.12 22.39 -0.654
C -23.06 -7.13 22.90 -2.083
C -21.09 -5.84 23.65 -1.911
C -24.05 -5.73 19.94 -1.835
H -22.90 -3.77 18.64 0.444
H -21.51 -3.32 19.69 0.136
H -23.23 -3.01 20.11 0.445
H -21.90 -6.09 18.49 0.477
H -20.67 -5.42 19.45 -0.757
H -20.56 -7.86 19.52 0.402
H -22.32 -7.84 19.93 0.368
H -19.96 -6.76 21.56 -0.154
H -21.00 -8.18 22.00 0.465
H -23.91 -6.58 23.31 0.374
H -23.54 -7.72 22.12 0.314
H -22.82 -7.86 23.69 0.441
H -20.34 -5.07 23.47 0.214
H -21.73 -5.48 24.46 0.429
H -20.61 -6.77 23.96 0.504
H -24.81 -5.32 20.62 0.355
H -24.15 -6.80 20.15 0.325
H -24.38 -5.58 18.91 0.409
H -22.30 -3.70 22.90 0.385
C -13.71 -3.27 20.60 -0.177
C -14.58 -4.11 19.67 1.868
C -14.78 -5.58 20.14 0.315
C -15.59 -5.65 21.41 -0.201
C -16.94 -5.00 21.23 -0.606
C -16.98 -3.64 20.51 1.580
N -15.94 -3.60 19.48 1.849
O -15.97 -2.34 18.81 -0.344
C -18.38 -3.50 19.90 -1.889
C -16.86 -2.54 21.61 -1.738
C -13.88 -4.22 18.31 -1.743
H -13.78 -2.21 20.38 0.157
H -12.69 -3.66 20.59 -0.529
H -14.05 -3.47 21.62 -0.166
H -15.24 -6.09 19.29 -0.290
H -13.77 -5.98 20.29 -1.019
H -15.01 -5.26 22.26 -0.698
H -15.66 -6.71 21.67 0.665
H -17.44 -4.85 22.19 0.238
H -17.62 -5.71 20.75 0.270
H -19.10 -3.61 20.72 0.232
H -18.51 -2.50 19.49 0.468
H -18.59 -4.22 19.12 0.148
H -16.96 -1.54 21.17 0.521
H -17.56 -2.78 22.40 0.141
H -15.89 -2.60 22.10 0.154
H -14.50 -4.76 17.57 -0.202
H -12.90 -4.70 18.33 0.222
H -13.71 -3.22 17.90 0.456
H -16.50 -2.57 18.03 0.196
C -11.55 -10.35 15.13 -1.381
C -11.95 -11.23 16.36 1.428
C -10.76 -11.19 17.33 -1.391
C -10.54 -9.82 17.99 -1.027
C -11.83 -9.22 18.59 -0.447
C -13.11 -9.39 17.76 2.097
N -13.10 -10.69 17.10 0.170
O -14.33 -10.96 16.45 -0.456
C -14.25 -9.19 18.76 -2.101
C -13.23 -8.26 16.72 -1.236
C -12.23 -12.65 15.90 -1.883
H -11.01 -9.45 15.42 0.328
H -10.95 -10.90 14.40 0.394
H -12.43 -9.91 14.66 0.218
H -10.91 -11.93 18.13 0.393
H -9.86 -11.60 16.88 0.422
H -9.87 -10.04 18.83 0.500
H -10.03 -9.08 17.38 0.400
H -11.55 -8.16 18.59 -0.254
H -11.98 -9.65 19.58 0.538
H -14.26 -9.97 19.53 0.471
H -15.21 -9.24 18.24 0.374
H -14.24 -8.25 19.30 0.446
H -13.59 -7.27 17.05 -0.141
H -13.98 -8.48 15.95 0.357
H -12.33 -8.07 16.15 0.278
H -12.39 -13.30 16.76 0.405
H -13.10 -12.62 15.25 0.412
H -11.42 -13.07 15.30 0.397
H -14.23 -10.53 15.59 0.399
C -11.74 -4.21 24.53 -2.107
C -10.99 -5.26 23.72 1.676
C -12.09 -6.11 23.04 -0.444
C -11.60 -7.05 21.93 -0.944
C -10.80 -6.23 20.90 0.206
C -9.75 -5.25 21.45 1.802
N -10.28 -4.57 22.63 0.971
O -9.35 -3.64 23.14 -0.594
C -8.49 -6.09 21.77 -1.939
C -9.43 -4.21 20.36 -1.957
C -10.17 -6.18 24.61 -2.010
H -12.32 -3.52 23.90 0.226
H -11.02 -3.64 25.11 0.506
H -12.53 -4.51 25.23 0.432
H -12.51 -6.83 23.75 0.875
H -12.86 -5.47 22.61 -0.957
H -12.45 -7.56 21.46 0.193
H -11.06 -7.95 22.26 0.824
H -11.52 -5.78 20.21 -1.218
H -10.32 -7.04 20.35 0.540
H -8.02 -6.38 20.83 0.461
H -7.71 -5.41 22.13 0.429
H -8.80 -6.95 22.34 0.347
H -8.63 -3.57 20.73 0.467
H -9.04 -4.60 19.42 0.354
H -10.32 -3.63 20.09 0.302
H -9.20 -5.71 24.75 0.391
H -9.91 -7.17 24.22 0.282
H -10.74 -6.29 25.53 0.474
H -9.81 -2.79 23.10 0.320
```

For the strongest force on any atom, the calculation gives 2.69 eV/A. The spin multiplicity is 1. Its SMILES is CC1(C)CCCC(C)(C)N1O.CC1(C)CCCC(C)(C)N1O.CC1(C)CCCC(C)(C)N1O.CC1(C)CCCC(C)(C)N1O.CCO.CCO.CCO.CCO.CCO.CCO. Its frontier orbital gap is 7.84 eV. The value obtained for the LUMO energy is 0.32 eV. The total charge is 0.